Entry 1:
ORCA calculation (ωB97M-V with the def2-TZVPD basis set) on C2H2IN in the gas phase in a non-equilibrium geometry.

- Max |F|: 4.2 eV Å⁻¹
- Gap between HOMO and LUMO: 8.3 eV
- SMILES string: N#CCI
- Energy relative to the best compared isomer or geometry (same formula, charge and spin): 16.5 kcal/mol

```
! RIJCOSX wB97M-V def2-TZVPD def2/J DEFGRID3
* xyz 0 1
I 2.192 -0.813 0.003
N -0.275 2.133 0.001
C -0.389 1.000 0.035
C -0.281 -0.405 -0.031
H -0.425 -0.850 0.862
H -0.822 -1.065 -0.870
*
```

Entry 2:
ORCA calculation (ωB97M-V with the def2-TZVPD basis set) on a molecular structure, C55H52AsCdN5SSe.

- Max |F|: 0.6 eV Å⁻¹
- Gap between HOMO and LUMO: 7.4 eV

```
! RIJCOSX wB97M-V def2-TZVPD def2/J DEFGRID3
* xyz 0 1
Cd -0.329 0.839 -0.246
Se -1.710 0.774 2.023
As 2.647 0.865 0.004
S -0.269 4.101 -0.359
N -2.311 -8.557 0.891
N -2.302 -6.187 0.642
N -1.074 -1.869 -0.823
N -2.872 4.739 -0.712
N -1.405 5.483 -2.281
C -1.868 -2.286 0.167
C -0.026 -0.314 5.697
C 2.112 -3.057 1.137
C -0.275 3.283 3.384
C 6.442 2.512 -0.638
C 2.249 -1.781 -1.340
C -3.364 0.268 -4.609
C -2.451 6.049 -3.107
C -0.352 1.082 -2.427
C 7.212 1.451 -1.101
C 5.106 2.313 -0.324
C -3.381 -8.443 1.675
C 2.397 -1.054 -0.167
C 3.017 1.105 4.234
C -3.731 -3.572 1.171
C 2.055 -3.153 -1.274
C 0.332 2.025 5.459
C 2.972 1.502 2.903
C 6.641 0.194 -1.244
C 2.771 0.551 1.916
C 0.215 2.207 -5.403
C 0.978 0.946 7.642
C -3.955 -7.223 1.978
C -3.389 -6.083 1.415
C 2.850 -0.234 4.564
C -0.994 -1.726 3.877
C -1.596 4.802 -1.131
C 2.346 -1.687 1.081
C -2.067 0.274 -4.115
C 1.778 1.951 -7.224
C -1.271 -2.397 -2.029
C 0.418 0.881 6.242
C -2.273 -3.313 -2.302
C 0.560 2.405 -6.732
C -0.700 0.792 3.666
C 4.537 1.048 -0.452
C -1.715 1.061 -3.013
C 1.076 1.540 -4.530
C -1.826 -7.407 0.425
C 2.662 1.317 -6.361
C 2.315 1.127 -5.030
C -4.020 1.833 -2.918
C -4.347 1.056 -4.021
C -3.096 -3.726 -1.270
C 5.305 -0.011 -0.922
C 2.571 -0.794 2.242
C -3.344 3.977 0.435
C -2.881 -3.225 0.006
C 2.620 -1.182 3.576
C 1.972 -3.784 -0.038
C -3.977 -4.761 1.725
C -2.726 1.820 -2.414
C 0.791 1.263 -3.096
C -0.214 2.004 4.178
C -0.573 -0.385 4.416
H -0.941 -7.474 -0.201
H -1.989 6.592 -3.927
H 2.042 2.102 -8.263
H 0.062 -1.228 6.280
H 2.273 -1.280 -2.301
H -3.897 -4.435 -1.447
H -5.355 1.059 -4.418
H -3.575 5.145 -1.305
H 1.711 1.220 -2.526
H -0.730 2.591 -5.040
H -3.939 3.120 0.117
H -3.951 4.608 1.086
H 0.700 2.968 5.856
H 1.793 -4.852 0.011
H -1.695 -1.846 1.140
H -0.466 5.441 -2.633
H 2.478 -2.221 3.851
H 2.045 -3.563 2.093
H 4.868 -0.996 -1.025
H 0.363 4.045 3.834
H -4.223 -2.713 1.624
H 3.168 1.841 5.014
H -2.477 2.407 -1.536
H -2.053 -1.731 3.613
H 6.883 3.496 -0.531
H 1.128 -0.053 8.054
H 0.296 1.483 8.306
H -1.298 3.665 3.351
H -3.103 5.280 -3.534
H -2.492 3.607 0.994
H 7.237 -0.635 -1.608
H 3.627 0.979 -6.721
H -4.691 -4.786 2.541
H -4.818 -7.158 2.628
H -0.431 -1.968 2.971
H 1.935 1.472 7.661
H 4.502 3.143 0.021
H -1.305 -0.329 -4.594
H 2.885 -0.540 5.602
H 3.098 2.546 2.640
H 3.020 0.646 -4.357
H -3.788 -9.367 2.072
H 1.943 -3.728 -2.186
H 0.036 3.127 2.352
H -0.127 2.926 -7.390
H 8.254 1.606 -1.351
H -3.062 6.761 -2.546
H -0.813 -2.512 4.615
H -4.784 2.434 -2.435
H -2.404 -3.692 -3.308
H -0.589 -2.067 -2.806
H -3.612 -0.359 -5.459
*
```

Entry 3:
ORCA calculation (ωB97M-V with the def2-TZVPD basis set) on a molecular structure, C3H2BrF3 in a non-equilibrium geometry.

- Max |F|: 9.7 eV Å⁻¹
- Gap between HOMO and LUMO (alpha / beta): 8.7 / 8.4 eV
- Energy relative to the best compared isomer or geometry (same formula, charge and spin): 10.4 kcal/mol

```
! RIJCOSX wB97M-V def2-TZVPD def2/J DEFGRID3
* xyz 0 3
Br -4.355 0.563 0.247
F -3.031 -1.416 -1.188
F -1.507 -1.691 1.402
F -0.856 0.887 -0.538
C -0.736 -0.841 0.937
C -1.182 -0.253 -0.288
C -2.957 -0.097 -0.947
H -2.831 0.693 -1.762
H -0.863 -0.912 -1.114
*
```

Entry 4:
ORCA calculation (ωB97M-V with the def2-TZVPD basis set) on C5H10O5 in the gas phase in a non-equilibrium geometry.

- Max |F|: 4.8 eV Å⁻¹
- Gap between HOMO and LUMO: 7.5 eV
- Energy relative to the best compared isomer or geometry (same formula, charge and spin): 86.0 kcal/mol

```
! RIJCOSX wB97M-V def2-TZVPD def2/J DEFGRID3
* xyz 0 1
O 1.993 0.108 1.313
O -1.151 -1.533 1.267
O 2.143 -0.628 -0.873
O -2.731 0.145 -0.257
O -0.362 -2.049 -0.779
C 0.777 1.458 -0.321
C -0.682 -1.053 0.024
C -1.391 0.192 -0.363
C 1.357 0.125 0.070
C -0.666 1.452 0.249
H -3.006 -0.406 0.518
H -1.267 2.341 -0.033
H 0.860 1.553 -1.443
H 0.274 -1.739 -1.450
H -1.045 -2.462 1.362
H -1.188 0.209 -1.468
H -0.580 1.467 1.264
H 2.877 -0.118 1.123
H 2.575 -1.326 -0.370
H 1.213 2.264 0.167
*
```

Entry 5:
ORCA calculation (ωB97M-V with the def2-TZVPD basis set) on 5 unconnected molecules or ions with the total composition C40H43ClO21 in a non-equilibrium geometry.

- Max |F|: 6.3 eV Å⁻¹
- Gap between HOMO and LUMO: 8.0 eV
- SMILES string: CC(C)C[C@@]1(CCCCl)OC(=O)O[C@@]1(CC(=O)O)CC(C)C.O=C1C=C(O)C(=O)C=C1O.O=C1C=C(O)C(=O)C=C1O.O=C1C=C(O)C(=O)C=C1O.O=C1C=C(O)C(=O)C=C1O
- Energy relative to the best compared isomer or geometry (same formula, charge and spin): 0.0 kcal/mol

```
! RIJCOSX wB97M-V def2-TZVPD def2/J DEFGRID3
* xyz 0 1
Cl -0.438 1.871 -0.089
O 8.769 7.774 10.143
O 8.173 2.420 3.551
O -5.773 -3.177 -8.074
O -0.486 -3.480 -1.774
O -6.620 5.058 -10.875
O -4.584 -1.923 0.561
O -4.088 2.004 -8.377
O 4.398 1.065 5.986
O -3.750 -0.206 -0.502
O 5.269 4.838 9.082
O 6.946 3.646 7.384
O -1.379 -4.220 0.100
O 3.650 -0.311 3.821
O 10.419 6.632 8.384
O 7.381 1.113 1.364
O -8.673 4.487 -9.270
O -6.176 1.372 -6.813
O -3.449 0.276 -5.910
O -1.271 -5.575 -1.685
O -5.873 -4.665 -5.856
O -3.476 -1.250 -3.715
C -2.973 -3.856 2.572
C 8.753 5.096 7.806
C 1.229 -3.301 -0.213
C 6.622 1.052 2.456
C 7.396 4.603 7.989
C -4.040 -0.925 -5.961
C -0.835 -0.316 -1.630
C 9.189 6.144 8.517
C -5.250 -2.699 -7.087
C -5.130 2.583 -8.618
C -4.685 -3.021 -4.692
C 4.687 0.320 3.720
C -4.610 -1.388 -7.076
C 7.120 1.818 3.647
C -7.507 2.897 -7.981
C 6.509 5.312 8.968
C 5.172 1.106 4.900
C -0.277 1.117 -1.747
C 5.483 0.352 2.498
C 2.204 -1.925 1.794
C -1.453 -2.007 1.430
C -4.029 -1.722 -4.693
C 8.310 6.838 9.515
C -6.336 2.282 -7.774
C 0.943 -4.134 2.262
C 6.313 1.804 4.861
C -5.261 -3.486 -5.809
C 0.311 -1.216 -1.118
C -2.370 -2.453 2.606
C -5.272 3.554 -9.696
C 6.944 6.358 9.681
C 1.741 -3.303 1.246
C -7.640 3.885 -9.044
C -1.595 -2.281 3.946
C -1.065 -4.574 -1.196
C -2.750 -2.539 -0.728
C -0.103 -2.616 -0.666
C -1.432 -2.766 0.112
C -6.443 4.166 -9.902
C -3.747 -1.539 -0.146
H 1.355 -3.952 3.256
H 3.096 -2.095 2.388
H 2.525 -1.258 0.994
H 1.487 -1.465 2.474
H -2.322 -2.129 4.740
H -3.727 -4.023 1.805
H -7.551 5.349 -10.806
H 2.013 -2.779 -0.764
H -2.524 -2.182 -1.729
H 9.377 4.586 7.085
H -1.642 -0.949 1.232
H -4.402 3.750 -10.308
H 6.673 2.373 5.707
H -0.889 1.736 -2.393
H -3.436 -4.060 3.538
H -4.622 -0.821 -7.998
H 0.758 -0.697 -0.272
H 1.351 -4.328 -0.561
H 5.210 4.083 8.464
H -2.180 -4.589 2.411
H -1.236 -0.667 -2.578
H 0.782 1.140 -1.983
H -5.244 1.076 -6.858
H -0.980 -3.163 4.119
H 10.479 7.382 9.008
H -0.133 -4.033 2.214
H 5.115 -0.205 1.648
H -6.200 -4.764 -6.772
H -3.121 0.370 -4.995
H -3.325 -3.452 -0.804
H -8.381 2.691 -7.380
H -3.440 0.315 0.253
H -0.954 -1.402 3.853
H 2.691 -3.843 1.175
H -4.685 -3.581 -3.767
H 6.314 6.876 10.390
H -0.439 -1.995 1.825
H 1.036 -1.276 -1.930
H -1.569 -0.260 -0.841
H 8.143 1.680 1.599
H 3.640 0.493 5.753
H 1.160 -5.187 2.059
H -3.194 -1.741 2.681
*
```

Entry 6:
ORCA calculation (ωB97M-V with the def2-TZVPD basis set) on 2 unconnected molecules or ions with the total composition C3H10N2S in a non-equilibrium geometry.

- Max |F|: 3.6 eV Å⁻¹
- Gap between HOMO and LUMO: 9.2 eV
- SMILES string: [H]/N=C/N.CSC
- Energy relative to the best compared isomer or geometry (same formula, charge and spin): 35.0 kcal/mol

```
! RIJCOSX wB97M-V def2-TZVPD def2/J DEFGRID3
* xyz 0 1
S -1.111 -0.741 2.245
N 1.563 0.290 -4.229
N 2.744 0.688 -2.168
C -0.938 1.104 1.885
C -2.910 -0.655 2.528
C 2.082 -0.041 -3.115
H 2.387 -1.119 -2.957
H -3.432 0.193 2.096
H -3.079 -0.687 3.603
H 2.759 1.694 -2.243
H -3.482 -1.481 2.067
H 3.588 0.229 -1.882
H -0.542 1.082 0.874
H -1.897 1.650 1.938
H -0.184 1.382 2.614
H 1.775 -0.478 -4.862
*
```

Entry 7:
ORCA calculation (ωB97M-V with the def2-TZVPD basis set) on 2 unconnected molecules or ions with the total composition C10H16BO3.

- Max |F|: 0.9 eV Å⁻¹
- Gap between HOMO and LUMO: 4.6 eV

```
! RIJCOSX wB97M-V def2-TZVPD def2/J DEFGRID3
* xyz -1 1
O -1.109 -0.048 2.407
O -1.212 -2.125 1.344
O -3.373 -1.567 3.929
C -0.903 0.044 -0.142
C 3.263 2.153 -2.548
C 3.691 0.865 -2.242
C 2.760 -0.156 -2.087
C 0.372 -1.065 -2.031
C -3.212 -0.876 5.150
C -1.000 -0.745 -1.459
C 1.387 0.069 -2.226
C 0.977 1.367 -2.535
C 1.899 2.395 -2.696
B -1.072 -0.756 1.201
H -0.083 1.573 -2.638
H 3.080 -1.167 -1.850
H 0.897 -1.841 -1.451
H 4.745 0.642 -2.116
H -2.776 -1.152 3.292
H 0.218 -1.511 -3.023
H -0.429 -2.560 0.995
H -3.880 -1.336 5.878
H -3.477 0.183 5.057
H -1.707 0.798 -0.125
H -0.935 0.878 2.208
H -2.185 -0.948 5.523
H -1.513 -0.105 -2.192
H 3.977 2.960 -2.656
H 1.558 3.397 -2.935
H 0.042 0.636 -0.034
*
```

Entry 8:
ORCA calculation (ωB97M-V with the def2-TZVPD basis set) on a molecular structure, C19H17AuN5S in a non-equilibrium geometry.

- Max |F|: 4.9 eV Å⁻¹
- Gap between HOMO and LUMO: 6.1 eV

```
! RIJCOSX wB97M-V def2-TZVPD def2/J DEFGRID3
* xyz 1 1
Au -0.114 0.039 0.060
S -1.300 -0.884 1.791
N -0.476 -3.052 3.043
N 1.229 0.468 -1.360
N 0.932 -2.348 1.342
N 1.135 -1.443 0.399
N -6.483 7.168 -2.302
C -0.146 -2.214 2.063
C -5.020 4.026 -2.085
C -4.108 3.052 -1.756
C -2.725 4.720 -0.634
C 2.229 -1.474 -0.429
C 3.314 -0.266 -2.333
C -2.956 3.393 -1.028
C -2.045 2.380 -0.676
C -3.638 5.696 -0.961
C 3.274 0.777 -3.215
C 2.189 1.675 -3.164
C 0.273 -4.203 3.487
C -4.788 5.351 -1.687
C 0.700 -4.079 4.948
C -5.725 6.354 -2.025
C 2.279 -0.444 -1.374
C -1.290 1.490 -0.352
C 1.204 1.480 -2.229
C 3.254 -2.537 -0.292
H 1.311 -3.194 5.103
H 0.350 2.140 -2.148
H -1.329 -2.835 3.540
H 4.133 -0.968 -2.350
H 2.126 2.504 -3.845
H -3.482 6.723 -0.664
H -4.265 2.023 -2.045
H -0.160 -4.026 5.611
H 4.056 0.920 -3.946
H -5.913 3.784 -2.642
H 4.229 -2.101 -0.077
H 3.345 -3.103 -1.219
H -0.365 -5.087 3.373
H 1.141 -4.296 2.835
H -1.836 4.959 -0.070
H 2.974 -3.209 0.514
H 1.281 -4.957 5.216
*
```

Entry 9:
ORCA calculation (ωB97M-V with the def2-TZVPD basis set) on 7 unconnected molecules or ions with the total composition C12H26Br10N2O4 in a non-equilibrium geometry.

- Max |F|: 1.0 eV Å⁻¹
- Gap between HOMO and LUMO: 9.9 eV
- SMILES string: C[N+](=O)[O-].C[N+](=O)[O-].BrCCBr.BrCCBr.BrCCBr.BrCCBr.BrCCBr
- Energy relative to the best compared isomer or geometry (same formula, charge and spin): 0.0 kcal/mol

```
! RIJCOSX wB97M-V def2-TZVPD def2/J DEFGRID3
* xyz 0 1
Br -2.263 -3.316 2.699
Br 1.899 3.241 -2.128
Br -3.037 -2.566 -1.753
Br 0.163 -0.675 0.632
Br 0.075 5.924 -3.527
Br 3.676 -2.410 -0.837
Br 4.203 -0.929 5.120
Br 7.439 -4.791 -0.019
Br 3.822 1.667 2.409
Br 0.251 0.254 -3.865
O -3.594 0.941 -3.082
O -2.875 2.238 -1.504
O -3.701 0.981 1.100
O -3.680 2.579 2.550
N -3.342 1.492 2.144
N -3.712 1.868 -2.312
C 4.731 -3.859 -0.045
C 3.487 -0.232 2.420
C 5.850 -4.243 -0.979
C -4.974 2.624 -2.314
C 0.101 3.796 -1.593
C -2.122 -3.486 0.775
C -0.318 0.175 -2.010
C -2.422 0.682 2.985
C -0.060 5.282 -1.711
C 2.865 -0.722 3.722
C -3.010 -2.409 0.187
C 0.751 -0.492 -1.237
H -1.305 -0.260 -1.976
H -1.034 5.569 -1.310
H 2.317 -1.647 3.564
H 5.582 -5.101 -1.591
H 1.601 0.176 -1.132
H -1.101 -3.349 0.437
H 6.097 -3.446 -1.672
H 1.084 -1.455 -1.606
H -4.767 3.673 -2.475
H -2.500 -4.465 0.499
H 4.430 -0.718 2.195
H -4.028 -2.455 0.559
H -2.796 -0.330 2.866
H -2.620 -1.415 0.375
H -5.398 2.467 -1.322
H 0.070 3.514 -0.544
H -5.657 2.178 -3.027
H 5.067 -3.569 0.944
H 2.173 0.025 4.101
H 3.989 -4.643 0.053
H -2.423 1.027 4.010
H 0.672 5.830 -1.126
H -0.349 1.212 -1.693
H -1.418 0.752 2.573
H 2.765 -0.453 1.637
H -0.657 3.270 -2.164
*
```